# 1
DFT (ωB97M-V/def2-TZVPD) results for a molecular structure, C4H11BrClF2NbO3PPb.

Its total charge is +1. For the gap between HOMO and LUMO, the calculation gives 6.09 eV. The max |F| comes out at 0.1506 hartree/bohr. The HOMO energy comes out at -13.387 eV. As for the relative energy (zero: lowest compared OMol25 entry of this formula, charge and spin): 468.4 kJ/mol. Its energy is -114546.885 eV.

The geometry in XYZ format:
```
25
Properties=species:S:1:pos:R:3:lowdin_charge:R:1
C 2.75 -1.59 -0.15 -0.068
C 2.89 -0.03 -0.19 -0.462
F 4.11 0.25 0.48 -0.055
C 1.78 0.73 0.63 -0.332
Nb -0.04 1.35 -0.57 1.148
F -1.78 1.95 -1.52 -0.555
Cl 1.32 2.99 -1.80 -0.008
Br 0.38 -0.38 -2.48 0.205
C -1.24 -0.13 0.68 -0.514
P -2.84 -0.70 -0.05 0.487
O -3.14 -2.07 0.53 -0.297
O -2.88 -0.75 -1.69 -0.165
O -3.97 0.40 0.57 -0.229
H 2.37 -2.00 -1.12 0.037
H 2.06 -1.94 0.65 0.072
H 3.77 -2.01 -0.02 0.092
H 2.95 0.37 -1.22 0.084
H 2.22 1.59 1.20 0.065
H 1.44 0.00 1.42 0.039
H -0.36 2.67 0.69 -0.093
H -0.54 -0.96 0.96 0.073
H -1.48 0.39 1.67 -0.360
H -3.12 -1.67 -1.91 0.106
H -4.63 -0.18 0.99 0.100
Pb -2.01 1.71 2.25 1.630
```



# 2
DFT (ωB97M-V/def2-TZVPD) results for 11 unconnected molecules or ions with the total composition C40H51N11.

The SMILES is c1cc[nH]c1.c1cc[nH]c1.c1cc[nH]c1.c1cc[nH]c1.c1cc[nH]c1.c1cc[nH]c1.c1cc[nH]c1.c1cc[nH]c1.c1cc[nH]c1.CC#N.CC#N. For the gap between HOMO and LUMO, the calculation gives 7.45 eV. The max |F| comes out at 0.1054 hartree/bohr. The HOMO energy comes out at -7.107 eV. As for the relative energy (zero: lowest compared OMol25 entry of this formula, charge and spin): 116.0 kJ/mol. Its energy is -58691.877 eV.

The geometry in XYZ format:
```
102
Properties=species:S:1:pos:R:3:lowdin_charge:R:1
C -1.23 -5.08 -2.50 -0.078
C -2.73 -4.91 -2.41 -0.232
N -3.92 -4.78 -2.34 0.096
H -0.93 -6.10 -2.23 0.073
H -0.63 -4.38 -1.92 0.052
H -0.93 -4.97 -3.54 0.066
C 6.86 2.99 -0.60 -0.050
C 5.41 2.49 -0.70 -0.225
N 4.31 2.19 -0.83 0.138
H 7.55 2.20 -0.88 0.070
H 7.09 3.25 0.44 0.066
H 7.08 3.82 -1.26 0.074
N -4.97 2.97 -0.32 0.015
C -6.25 3.12 0.17 -0.131
C -6.18 3.52 1.48 -0.096
C -4.76 3.44 1.81 -0.114
C -4.06 3.09 0.62 -0.165
H -4.71 2.85 -1.29 0.089
H -7.13 2.95 -0.43 0.104
H -6.89 3.57 2.29 0.089
H -4.30 3.66 2.76 0.082
H -3.00 2.96 0.46 0.106
N 5.69 1.89 3.45 0.005
C 4.56 2.66 3.35 -0.147
C 3.56 1.88 2.84 -0.142
C 4.06 0.64 2.47 -0.118
C 5.35 0.59 3.06 -0.111
H 6.59 2.15 3.81 0.142
H 4.50 3.70 3.62 0.106
H 2.54 2.19 2.68 0.099
H 3.47 -0.14 2.02 0.050
H 6.03 -0.25 2.98 0.091
N 5.22 -3.56 -0.16 0.001
C 4.99 -2.48 0.61 -0.140
C 4.50 -3.00 1.81 -0.118
C 4.72 -4.34 1.79 -0.143
C 5.16 -4.72 0.56 -0.137
H 5.55 -3.52 -1.12 0.150
H 5.38 -1.47 0.58 0.106
H 4.29 -2.31 2.62 0.086
H 4.59 -4.99 2.64 0.100
H 5.40 -5.69 0.15 0.110
N -4.74 0.10 2.16 0.022
C -4.43 -0.37 0.91 -0.150
C -4.06 -1.72 0.98 -0.079
C -4.36 -2.06 2.35 -0.133
C -4.67 -0.96 3.05 -0.166
H -4.82 1.06 2.46 0.110
H -4.30 0.32 0.08 0.083
H -3.56 -2.32 0.23 0.076
H -4.10 -3.06 2.67 0.092
H -4.79 -0.80 4.11 0.110
N -0.19 -0.40 2.39 0.021
C 0.84 -0.97 3.09 -0.145
C 0.42 -1.33 4.38 -0.093
C -0.96 -0.87 4.49 -0.080
C -1.25 -0.29 3.20 -0.142
H -0.24 -0.13 1.42 0.081
H 1.75 -1.08 2.52 0.068
H 0.96 -1.90 5.13 0.077
H -1.62 -1.17 5.29 0.071
H -2.12 0.21 2.81 0.090
N -5.12 3.16 -3.74 0.048
C -3.80 2.98 -3.34 -0.163
C -3.58 1.72 -3.06 -0.129
C -4.79 1.05 -3.18 -0.127
C -5.68 1.94 -3.55 -0.182
H -5.58 4.02 -4.00 0.152
H -3.13 3.83 -3.33 0.102
H -2.74 1.07 -2.83 0.108
H -5.10 0.05 -2.94 0.116
H -6.76 1.88 -3.51 0.119
N 1.28 0.79 -0.53 0.078
C 1.60 -0.57 -0.42 -0.138
C 0.50 -1.44 -0.47 -0.137
C -0.59 -0.66 -0.64 -0.136
C -0.13 0.71 -0.72 -0.111
H 1.78 1.66 -0.38 0.090
H 2.61 -0.93 -0.28 0.083
H 0.57 -2.51 -0.40 0.090
H -1.63 -0.92 -0.55 0.085
H -0.74 1.59 -0.85 0.081
N 2.27 -5.90 -1.94 -0.007
C 1.96 -6.21 -3.25 -0.139
C 1.86 -5.01 -3.93 -0.107
C 2.02 -3.97 -2.93 -0.096
C 2.16 -4.60 -1.68 -0.168
H 2.41 -6.63 -1.26 0.150
H 1.96 -7.22 -3.61 0.105
H 1.82 -4.82 -5.00 0.091
H 2.12 -2.90 -3.09 0.086
H 2.39 -4.24 -0.69 0.104
N -0.89 5.64 -2.63 0.005
C 0.21 4.81 -2.41 -0.109
C 0.30 4.46 -1.04 -0.123
C -0.78 5.04 -0.45 -0.133
C -1.45 5.84 -1.41 -0.151
H -1.28 6.08 -3.45 0.147
H 0.72 4.48 -3.31 0.097
H 1.11 3.89 -0.61 0.084
H -1.14 4.99 0.57 0.094
H -2.26 6.54 -1.35 0.105
```



# 3
DFT (ωB97M-V/def2-TZVPD) results for a molecular structure, C23H25CuN2O2.

Its total charge is -1. For the gap between HOMO and LUMO (alpha / beta), the calculation gives 5.16 / 4.60 eV. The max |F| comes out at 0.0841 hartree/bohr. The HOMO energy (alpha / beta) comes out at -2.853 / -2.803 eV. As for the multiplicity: 2. As for the relative energy (zero: lowest compared OMol25 entry of this formula, charge and spin): 123.0 kJ/mol. Its energy is -75970.060 eV.

The geometry in XYZ format:
```
53
Properties=species:S:1:pos:R:3:lowdin_charge:R:1
C 1.05 1.16 2.07 -0.065
C -0.35 1.28 2.21 -0.116
C -0.94 0.02 2.00 -0.082
H -0.89 2.19 2.48 0.093
C 0.11 -0.96 1.85 -0.239
C 1.37 -0.20 1.79 -0.172
H 0.03 -2.03 2.05 0.090
C -0.07 1.85 -1.46 -0.179
C -1.00 2.64 -0.75 -0.190
C -2.24 1.94 -0.74 -0.142
H -0.82 3.60 -0.27 0.062
C -2.07 0.71 -1.42 -0.277
C -0.72 0.66 -1.89 -0.160
H -2.00 -0.21 2.03 0.082
H 2.37 -0.63 1.76 0.099
H 1.77 1.96 2.21 0.102
H -0.30 -0.14 -2.49 0.075
H -3.17 2.28 -0.26 0.067
H 0.98 2.08 -1.62 0.062
Cu 0.57 -0.95 -0.10 0.439
C -3.15 -0.32 -1.63 -0.491
C -3.07 -0.91 -3.05 -0.042
C -4.51 0.36 -1.44 -0.071
H -3.22 -0.11 -3.78 0.091
H -3.86 -1.66 -3.20 0.075
H -2.10 -1.38 -3.25 0.075
H -4.62 1.21 -2.13 0.092
H -4.62 0.73 -0.42 0.074
H -5.33 -0.35 -1.63 0.073
C -3.03 -1.44 -0.55 -0.047
C -1.91 -2.45 -0.69 -0.354
H -3.97 -2.01 -0.56 0.102
H -2.94 -0.98 0.45 0.115
O -0.70 -2.10 -0.78 -0.017
N -2.22 -3.78 -0.77 0.064
C -2.69 -4.63 0.35 -0.133
H -1.64 -4.27 -1.46 0.146
C -3.25 -3.82 1.47 -0.249
C -2.45 -3.57 2.59 -0.044
H -1.48 -4.09 2.68 0.119
C -2.88 -2.67 3.56 -0.081
H -2.24 -2.46 4.43 0.112
C -4.12 -2.04 3.41 -0.088
H -4.44 -1.29 4.15 0.103
C -4.98 -2.41 2.37 -0.079
H -5.97 -1.97 2.29 0.105
C -4.56 -3.35 1.43 -0.065
H -5.22 -3.68 0.63 0.122
H -1.82 -5.19 0.72 0.117
H -3.42 -5.36 -0.05 0.119
O 4.37 -0.95 -1.37 -0.008
C 3.24 -0.65 -1.14 -0.516
N 2.09 -0.33 -0.94 0.037
```



# 4
DFT (ωB97M-V/def2-TZVPD) results for 3 unconnected molecules or ions with the total composition C16H35N2O4S2.

Its total charge is +1. For the gap between HOMO and LUMO, the calculation gives 8.43 eV. The max |F| comes out at 0.0499 hartree/bohr. The HOMO energy comes out at -11.187 eV. Its energy is -49992.145 eV.

The geometry in XYZ format:
```
59
Properties=species:S:1:pos:R:3:lowdin_charge:R:1
C -3.88 5.17 -1.45 -0.052
C -3.02 3.90 -1.50 -0.264
O -2.09 3.98 -2.57 -0.142
C -1.89 2.78 -3.28 -0.227
C -0.91 1.83 -2.60 -0.179
C 0.45 2.50 -2.32 -0.174
C 0.53 3.29 -1.00 -0.175
C 1.72 2.94 -0.10 -0.129
C 1.90 1.45 0.28 -0.261
C 3.08 0.75 -0.36 -0.041
N 2.88 -0.69 0.12 0.087
C 1.42 -0.88 0.48 -0.042
C 0.71 0.50 0.24 -0.247
N -0.15 0.67 1.43 0.160
C -1.29 1.05 1.20 -0.295
O -2.35 1.45 0.99 0.226
H -4.92 4.95 -1.69 0.071
H -3.87 5.57 -0.43 0.071
H -3.49 5.93 -2.11 0.079
H -3.68 3.03 -1.60 0.118
H -2.48 3.82 -0.56 0.091
H -2.84 2.25 -3.42 0.124
H -1.50 3.03 -4.26 0.129
H -1.35 1.50 -1.65 0.086
H -0.75 0.93 -3.19 0.116
H 1.28 1.79 -2.40 0.093
H 0.60 3.20 -3.14 0.117
H -0.40 3.25 -0.43 0.091
H 0.66 4.34 -1.26 0.121
H 2.66 3.28 -0.56 0.121
H 1.62 3.49 0.83 0.119
H 2.14 1.48 1.35 0.151
H 3.09 0.69 -1.44 0.135
H 4.02 1.04 0.08 0.142
H 3.19 -1.36 -0.59 0.151
H 3.39 -0.85 0.98 0.177
H 1.00 -1.68 -0.11 0.128
H 1.38 -1.19 1.52 0.128
H 0.21 0.34 -0.71 0.136
C 1.93 -6.04 0.41 -0.254
S 3.09 -5.16 -0.62 0.840
O 3.20 -3.78 -0.06 -0.592
C 2.05 -5.06 -2.08 -0.267
H 2.38 -6.17 1.39 0.059
H 1.01 -5.47 0.51 0.060
H 1.73 -7.02 -0.03 0.062
H 1.11 -4.56 -1.82 0.055
H 1.84 -6.07 -2.44 0.061
H 2.58 -4.50 -2.84 0.051
C -2.92 -3.36 4.24 -0.265
S -1.31 -3.05 3.50 0.767
O -0.36 -4.02 4.08 -0.552
C -1.03 -1.47 4.32 -0.277
H -3.26 -4.33 3.89 0.053
H -2.82 -3.37 5.32 0.063
H -3.62 -2.59 3.92 0.056
H -1.07 -1.60 5.40 0.063
H -1.79 -0.76 3.99 0.047
H -0.05 -1.11 4.02 0.033
```



# 5
DFT (ωB97M-V/def2-TZVPD) results for C5H10O2 in the gas phase.

The SMILES is OCCC1COC1. For the gap between HOMO and LUMO, the calculation gives 10.41 eV. The max |F| comes out at 0.0079 hartree/bohr. The HOMO energy comes out at -9.531 eV. As for the relative energy (zero: lowest compared OMol25 entry of this formula, charge and spin): 240.2 kJ/mol. Its energy is -9440.553 eV.

The geometry in XYZ format:
```
17
Properties=species:S:1:pos:R:3:lowdin_charge:R:1
O 1.15 -1.41 1.63 -0.077
C 0.25 -0.33 1.88 -0.255
C 0.39 0.68 0.74 -0.160
C -0.57 0.48 -0.43 -0.258
C -0.10 1.08 -1.77 -0.157
O -0.09 -0.21 -2.41 -0.108
C -0.50 -0.86 -1.19 -0.152
H 0.66 -2.23 1.55 0.082
H 0.53 0.13 2.83 0.112
H -0.78 -0.69 1.99 0.123
H 1.42 0.54 0.40 0.124
H 0.30 1.71 1.11 0.119
H -1.59 0.76 -0.16 0.140
H 0.90 1.52 -1.74 0.119
H -0.79 1.77 -2.27 0.117
H -1.45 -1.39 -1.32 0.118
H 0.26 -1.56 -0.82 0.112
```



# 6
DFT (ωB97M-V/def2-TZVPD) results for 5 unconnected molecules or ions with the total composition C42H83FNO2.

Its total charge is -1. For the gap between HOMO and LUMO, the calculation gives 6.57 eV. The max |F| comes out at 0.0680 hartree/bohr. The HOMO energy comes out at -4.234 eV. Its energy is -53204.142 eV.

The geometry in XYZ format:
```
129
Properties=species:S:1:pos:R:3:lowdin_charge:R:1
C 2.69 -2.43 0.45 -0.070
C 1.14 -2.28 0.42 -0.194
C 0.36 -3.30 1.13 -0.063
C -1.10 -3.26 1.16 -0.101
C -1.78 -2.18 0.43 -0.093
C -1.00 -1.17 -0.28 -0.037
C 0.46 -1.17 -0.29 -0.102
C 1.40 -0.13 -0.98 -0.148
N 0.78 1.15 -1.33 -0.117
C 1.69 1.90 -2.23 -0.134
C 1.48 1.60 -3.78 -0.320
C -0.02 1.51 -4.21 -0.041
F 2.25 0.47 -4.19 -0.074
C 0.35 1.94 -0.16 -0.229
C -0.59 3.14 -0.61 -0.121
C -1.98 2.47 -1.01 -0.197
C -3.07 3.52 -1.50 -0.374
C -3.29 3.23 -3.06 -0.101
C -4.46 3.17 -0.81 -0.113
C 1.53 2.48 0.75 -0.639
O 1.19 3.19 1.73 -0.088
O 2.78 2.20 0.57 -0.117
H 3.13 -1.44 0.79 0.085
H 3.05 -3.28 1.07 0.071
H 3.02 -2.54 -0.62 0.087
H 0.86 -4.13 1.68 0.090
H -1.69 -4.02 1.73 0.080
H -2.89 -2.18 0.48 0.085
H -1.55 -0.36 -0.81 0.083
H 1.73 -0.60 -1.96 0.136
H 2.32 -0.04 -0.35 0.103
H 1.72 3.00 -2.06 0.119
H 2.73 1.52 -2.01 0.127
H 1.93 2.48 -4.31 0.121
H -0.66 2.18 -3.58 0.051
H -0.07 1.85 -5.28 0.081
H -0.32 0.43 -4.15 0.081
H -0.30 1.31 0.51 0.140
H -0.76 3.86 0.24 0.118
H -0.16 3.74 -1.45 0.101
H -2.34 1.90 -0.10 0.110
H -1.78 1.68 -1.79 0.077
H -2.78 4.58 -1.30 0.130
H -4.28 3.65 -3.35 0.065
H -2.44 3.69 -3.64 0.073
H -3.30 2.12 -3.25 0.060
H -4.77 2.10 -0.99 0.075
H -4.45 3.40 0.29 0.078
H -5.26 3.80 -1.29 0.066
C -3.70 -2.74 -7.74 -0.117
C -4.73 -2.21 -6.74 -0.275
C -4.35 -0.85 -6.16 -0.227
C -3.06 -0.82 -5.35 -0.232
C -2.99 -1.77 -4.16 -0.264
C -4.03 -1.48 -3.09 -0.106
H -2.73 -2.91 -7.27 0.066
H -4.04 -3.70 -8.15 0.066
H -3.57 -2.04 -8.57 0.073
H -4.87 -2.94 -5.94 0.098
H -5.69 -2.11 -7.25 0.101
H -5.18 -0.49 -5.53 0.101
H -4.26 -0.12 -6.98 0.108
H -2.90 0.20 -4.98 0.094
H -2.21 -1.03 -6.01 0.103
H -2.00 -1.68 -3.71 0.100
H -3.08 -2.81 -4.49 0.101
H -3.92 -0.46 -2.72 0.065
H -3.90 -2.16 -2.25 0.064
H -5.05 -1.60 -3.46 0.066
C -4.75 -5.62 7.49 -0.118
C -4.41 -4.74 6.30 -0.272
C -3.68 -5.49 5.18 -0.229
C -2.31 -6.06 5.57 -0.229
C -1.30 -5.05 6.09 -0.276
C -0.93 -3.98 5.06 -0.097
H -3.85 -6.01 7.98 0.064
H -5.30 -5.05 8.24 0.067
H -5.37 -6.47 7.19 0.073
H -3.82 -3.88 6.63 0.100
H -5.34 -4.34 5.89 0.104
H -3.56 -4.82 4.32 0.099
H -4.31 -6.31 4.83 0.108
H -1.89 -6.57 4.69 0.109
H -2.44 -6.85 6.32 0.099
H -0.39 -5.58 6.37 0.101
H -1.67 -4.56 7.00 0.098
H -0.52 -4.44 4.16 0.067
H -0.18 -3.31 5.47 0.051
H -1.79 -3.38 4.78 0.073
C 1.71 -3.29 8.34 -0.107
C 1.93 -1.82 7.98 -0.267
C 2.54 -1.62 6.59 -0.220
C 3.94 -2.22 6.40 -0.227
C 5.00 -1.72 7.38 -0.276
C 5.27 -0.23 7.27 -0.113
H 2.65 -3.84 8.38 0.066
H 1.24 -3.37 9.32 0.069
H 1.06 -3.77 7.61 0.053
H 2.55 -1.35 8.75 0.097
H 0.97 -1.31 8.01 0.105
H 2.57 -0.55 6.38 0.108
H 1.87 -2.06 5.84 0.098
H 4.27 -2.00 5.38 0.112
H 3.88 -3.31 6.47 0.099
H 5.94 -2.26 7.17 0.101
H 4.72 -1.97 8.41 0.095
H 5.59 0.04 6.26 0.079
H 6.07 0.07 7.96 0.066
H 4.39 0.36 7.52 0.067
C 2.33 5.89 -3.68 -0.109
C 2.70 6.77 -4.86 -0.273
C 3.45 6.03 -5.97 -0.231
C 4.80 5.44 -5.56 -0.228
C 5.81 6.45 -5.01 -0.271
C 6.21 7.52 -6.02 -0.119
H 3.21 5.49 -3.18 0.074
H 1.76 6.46 -2.94 0.074
H 1.70 5.05 -4.01 0.063
H 3.29 7.63 -4.51 0.097
H 1.78 7.19 -5.29 0.102
H 3.59 6.71 -6.82 0.097
H 2.81 5.21 -6.34 0.107
H 5.24 4.94 -6.43 0.108
H 4.64 4.65 -4.81 0.103
H 6.71 5.90 -4.71 0.104
H 5.42 6.92 -4.11 0.100
H 6.64 7.06 -6.92 0.072
H 6.96 8.18 -5.59 0.066
H 5.35 8.13 -6.32 0.063
```



# 7
DFT (ωB97M-V/def2-TZVPD) results for a molecular structure, C9H19Cl2LaNO3P.

Its total charge is +2. For the gap between HOMO and LUMO, the calculation gives 8.57 eV. The max |F| comes out at 0.0673 hartree/bohr. The HOMO energy comes out at -15.603 eV. As for the relative energy (zero: lowest compared OMol25 entry of this formula, charge and spin): 0.0 kJ/mol. Its energy is -52455.798 eV.

The geometry in XYZ format:
```
36
Properties=species:S:1:pos:R:3:lowdin_charge:R:1
C -0.02 2.45 -4.90 -0.029
C -0.04 2.11 -3.47 -0.714
H 0.72 1.84 -5.43 0.119
H 0.24 3.52 -5.01 0.118
H -1.02 2.29 -5.34 0.129
O 0.51 1.14 -2.90 -0.151
Cl -1.01 3.27 -2.45 0.673
La -0.20 1.19 -0.43 1.529
P -1.37 -1.54 -0.71 0.656
C -0.94 -3.29 -0.85 -0.264
C -2.80 -1.67 0.42 -0.270
H -2.48 -0.20 -2.49 0.038
H -2.98 -1.93 -2.48 0.066
H -1.39 -1.44 -3.16 0.057
C -2.12 -1.24 -2.37 -0.262
H -3.22 -0.68 0.64 -0.006
H -3.57 -2.32 -0.03 0.065
H -1.84 -3.84 -1.15 0.072
H -0.58 -3.67 0.11 0.062
H -2.46 -2.10 1.38 0.061
H -0.14 -3.45 -1.59 0.057
C 1.41 -1.26 -0.32 -0.097
O 2.25 -1.94 0.06 0.135
Cl -2.43 1.97 0.60 -0.169
C 0.83 0.70 3.97 0.021
N 2.14 0.95 3.34 -0.132
C 3.35 1.03 4.16 0.008
C 2.24 0.99 2.02 -0.214
O 1.21 1.15 1.27 -0.374
H 0.96 0.86 5.04 0.101
H 0.50 -0.33 3.80 0.115
H 0.07 1.39 3.58 0.102
H 4.02 0.20 3.95 0.111
H 3.89 1.97 3.96 0.112
H 3.04 1.00 5.21 0.102
H 3.23 0.87 1.55 0.175
```



# 8
DFT (ωB97M-V/def2-TZVPD) results for C5H14N2O in the gas phase.

For the gap between HOMO and LUMO, the calculation gives 7.17 eV. The max |F| comes out at 0.0319 hartree/bohr. The HOMO energy comes out at -6.627 eV. As for the relative energy (zero: lowest compared OMol25 entry of this formula, charge and spin): 396.6 kJ/mol. Its energy is -10436.918 eV.

The geometry in XYZ format:
```
22
Properties=species:S:1:pos:R:3:lowdin_charge:R:1
C -1.46 0.19 0.41 -0.465
C -2.78 0.37 -0.33 -0.067
N -1.11 1.21 1.29 -0.010
N -0.29 -0.01 -0.69 0.086
H -1.42 -0.78 0.92 0.133
H 0.03 0.99 1.51 0.065
H -1.25 2.13 0.87 0.060
H -0.15 0.90 -1.14 0.127
H -0.56 -0.69 -1.39 0.114
H -3.59 0.43 0.39 0.079
H -2.98 -0.47 -1.00 0.072
H -2.77 1.29 -0.91 0.073
C 2.26 -0.43 -1.00 -0.045
C 1.26 -0.54 0.13 -0.546
C 1.48 0.26 1.31 -0.112
O 0.93 -1.87 0.42 -0.006
H 1.01 -2.40 -0.39 0.095
H 2.56 0.61 -1.16 0.084
H 3.15 -1.01 -0.75 0.094
H 1.85 -0.81 -1.94 0.074
H 1.51 -0.33 2.22 0.054
H 2.32 0.94 1.23 0.040
```